#w
14
Properties=species:S:1:pos:R:3 method="wB97M-V/def2-TZVPD" homo_lumo_gap_ha=0.361 total_charge=0 smiles="CC(C)(S)C(=O)I" e_lumo_ha=0.0082 multiplicity=1
C 0.413 -0.496 1.012
C -0.563 -0.723 -0.147
C -0.095 0.244 -1.290
S -2.163 -0.092 0.508
C -0.613 -2.209 -0.383
O -0.297 -2.977 0.455
I -1.507 -2.917 -2.253
H 0.489 0.641 1.094
H -0.226 -0.935 1.936
H 1.491 -0.956 1.006
H -0.167 1.213 -0.977
H 0.943 -0.118 -1.668
H -0.900 0.162 -2.057
H -2.401 0.506 -0.589

---

#x
14
Properties=species:S:1:pos:R:3 method="wB97M-V/def2-TZVPD" homo_lumo_gap_ha=0.309 total_charge=0 e_lumo_ha=0.0088 multiplicity=1
C 0.654 0.962 -0.224
C -0.478 0.448 -1.064
C 1.355 -0.325 0.323
C -1.323 -0.261 -0.047
O -0.372 -0.686 2.239
S -0.146 -1.266 0.775
I -2.668 -1.878 -1.094
H 1.271 1.489 -0.903
H 0.241 1.505 0.710
H -1.008 1.305 -1.561
H -0.213 -0.272 -1.882
H 1.741 -0.848 -0.580
H 2.000 -0.106 1.145
H -1.053 -0.067 2.163

---

Stability check: which of them is most stable? #w.

---

#w
39
Properties=species:S:1:pos:R:3 method="wB97M-V/def2-TZVPD" homo_lumo_gap_ha=0.299 total_charge=0 smiles="O=[N+]([O-])c1ccccc1CN[C@H]1CCCc2ccccc21" e_lumo_ha=-0.0204 multiplicity=1
O 2.290 2.198 -0.655
N 2.629 1.379 0.181
O 3.225 1.662 1.203
C 2.327 -0.004 -0.058
C 3.104 -0.933 0.634
C 2.927 -2.282 0.423
C 1.961 -2.705 -0.479
C 1.168 -1.782 -1.132
C 1.323 -0.410 -0.946
C 0.361 0.517 -1.651
N -0.286 1.542 -0.858
C -0.731 1.183 0.484
C -1.653 2.308 0.991
C -3.088 2.205 0.448
C -3.203 1.202 -0.705
C -2.708 -0.121 -0.213
C -3.425 -1.301 -0.314
C -2.926 -2.471 0.237
C -1.722 -2.459 0.917
C -0.999 -1.282 1.025
C -1.479 -0.120 0.446
H 3.849 -0.565 1.324
H 3.536 -2.998 0.952
H 1.817 -3.759 -0.662
H 0.397 -2.126 -1.805
H -0.425 -0.106 -2.094
H 0.885 1.026 -2.465
H 0.285 2.380 -0.818
H 0.122 1.090 1.186
H -1.207 3.259 0.697
H -1.670 2.274 2.081
H -3.757 1.879 1.247
H -3.429 3.185 0.112
H -2.583 1.545 -1.536
H -4.238 1.130 -1.042
H -4.379 -1.306 -0.822
H -3.487 -3.390 0.147
H -1.342 -3.365 1.366
H -0.063 -1.271 1.565

---

#x
39
Properties=species:S:1:pos:R:3 method="wB97M-V/def2-TZVPD" homo_lumo_gap_ha=0.336 total_charge=0 smiles="Cc1ccc(NC(=O)CC(=O)Nc2ccc(C)cc2)cc1" e_lumo_ha=0.0281 multiplicity=1
C -6.000 -2.264 0.046
C -4.913 -1.236 -0.038
C -4.349 -0.696 1.110
C -3.330 0.237 1.045
C -2.852 0.649 -0.194
N -1.829 1.596 -0.340
C -1.051 2.163 0.612
O -1.104 1.944 1.804
C 0.001 3.093 0.011
C 1.057 2.172 -0.598
O 1.121 1.973 -1.792
N 1.827 1.590 0.352
C 2.850 0.645 0.200
C 3.402 0.095 1.354
C 4.419 -0.835 1.266
C 4.913 -1.238 0.031
C 6.000 -2.265 -0.064
C 4.357 -0.681 -1.113
C 3.338 0.251 -1.041
C -3.412 0.116 -1.352
C -4.428 -0.815 -1.270
H -6.686 -2.173 -0.793
H -6.560 -2.163 0.973
H -5.568 -3.265 0.020
H -4.711 -1.008 2.079
H -2.904 0.644 1.946
H -1.590 1.807 -1.301
H -0.423 3.719 -0.773
H 0.423 3.714 0.799
H 1.578 1.785 1.314
H 3.028 0.397 2.322
H 4.836 -1.253 2.171
H 6.632 -2.245 0.822
H 5.565 -3.261 -0.145
H 6.618 -2.095 -0.943
H 4.727 -0.979 -2.083
H 2.919 0.671 -1.939
H -3.045 0.433 -2.318
H -4.852 -1.220 -2.178

---

Stability check: which of them is most stable? #x.

---

#w
9
Properties=species:S:1:pos:R:3 method="wB97M-V/def2-TZVPD" homo_lumo_gap_ha="0.233 / 0.253" total_charge=0 e_lumo_ha="-0.0573 / -0.0628" multiplicity=1
S 1.506 1.910 2.177
C 1.052 0.651 1.361
N 0.694 -0.414 1.001
C -0.166 -1.043 0.160
C -0.740 -0.548 -1.033
N -0.528 0.634 -1.552
S -0.043 1.989 -0.924
H -0.416 -2.121 0.484
H -1.360 -1.058 -1.673

---

#x
9
Properties=species:S:1:pos:R:3 method="wB97M-V/def2-TZVPD" homo_lumo_gap_ha="0.275 / 0.275" total_charge=0 smiles="S=c1nccns1" e_lumo_ha="-0.0478 / -0.0478" multiplicity=1
S -1.223 0.649 -2.582
C -0.984 0.207 -1.035
N -0.531 1.073 -0.144
C 0.367 0.779 0.691
C 0.845 -0.551 0.783
N 0.152 -1.511 0.238
S -1.233 -1.468 -0.502
H 0.745 1.617 1.159
H 1.861 -0.796 1.393

---

Stability check: which of them is most stable? #x.

---

#w
20
Properties=species:S:1:pos:R:3 method="wB97M-V/def2-TZVPD" homo_lumo_gap_ha=0.478 total_charge=+1 e_lumo_ha=-0.1080 multiplicity=1
C 1.683 0.770 0.455
C 0.349 1.143 -0.167
N -0.712 0.089 0.003
C -2.075 0.643 0.256
H 2.173 -0.097 0.038
H 2.336 1.634 0.354
H 1.561 0.625 1.530
H -0.006 2.020 0.359
H 0.419 1.368 -1.222
H -0.481 -0.519 0.802
H -0.722 -0.516 -0.821
H -2.003 1.359 1.071
H -2.738 -0.174 0.488
H -2.418 1.157 -0.638
H -0.031 -0.603 -3.403
H 0.670 -1.671 -2.569
O 0.409 -0.742 -2.555
H 0.937 -2.615 1.483
H 0.355 -1.907 2.747
O 0.296 -1.967 1.788

---

#x
20
Properties=species:S:1:pos:R:3 method="wB97M-V/def2-TZVPD" homo_lumo_gap_ha=0.465 total_charge=+1 e_lumo_ha=-0.1133 multiplicity=1
C 0.256 -0.582 1.821
C -1.004 -0.261 1.065
N -0.709 0.225 -0.370
C -2.009 0.421 -1.093
H 0.866 0.306 2.016
H 0.055 -0.960 2.824
H 0.906 -1.273 1.302
H -1.645 -1.124 0.902
H -1.561 0.542 1.533
H -0.086 -0.453 -0.853
H -0.142 1.065 -0.310
H -2.242 -0.513 -1.593
H -1.946 1.275 -1.755
H -2.782 0.591 -0.350
H 3.048 1.808 0.182
H 1.847 2.328 -0.547
O 2.342 1.517 -0.405
H 1.391 -2.349 -1.779
H 2.052 -0.966 -1.420
O 1.363 -1.595 -1.170

---

#y
20
Properties=species:S:1:pos:R:3 method="wB97M-V/def2-TZVPD" homo_lumo_gap_ha=0.451 total_charge=+1 e_lumo_ha=-0.1240 multiplicity=1
C 0.652 -1.442 1.987
C -0.008 -1.156 0.628
N 0.423 0.301 0.249
C -0.384 1.383 0.799
H 0.534 -2.565 2.147
H 1.628 -1.171 2.162
H 0.133 -1.202 2.913
H 0.380 -1.990 0.080
H -1.078 -1.253 0.423
H 0.508 0.329 -0.913
H 1.380 0.517 0.540
H -1.469 0.906 1.095
H -0.449 2.110 -0.172
H 0.002 1.682 1.787
H 0.320 1.617 -2.852
H 1.937 1.609 -2.270
O 0.958 1.221 -2.231
H -1.549 -1.003 -2.051
H -1.956 0.290 -2.606
O -1.961 -0.182 -1.713

---

Stability check: which of them is most stable? #w.

---

#w
14
Properties=species:S:1:pos:R:3 method="wB97M-V/def2-TZVPD" homo_lumo_gap_ha=0.339 total_charge=0 smiles="[H]/N=C/N(S)/C(C)=N/[H]" e_lumo_ha=0.0284 multiplicity=1
H -1.739 3.099 -0.955
N -1.513 2.224 -0.283
C -0.485 1.581 -0.630
N -0.265 0.431 0.114
S -1.265 0.119 1.445
C 0.687 -0.500 -0.323
C 0.626 -1.730 0.556
N 1.420 -0.495 -1.377
H 2.035 -1.440 -1.183
H 0.163 1.773 -1.465
H -1.600 1.442 1.599
H -0.397 -2.132 0.957
H 1.043 -2.828 0.054
H 1.289 -1.544 1.492

---

#x
14
Properties=species:S:1:pos:R:3 method="wB97M-V/def2-TZVPD" homo_lumo_gap_ha=0.344 total_charge=0 smiles="NNC1=NCCS1" e_lumo_ha=0.0270 multiplicity=1
N 2.645 -0.198 0.197
N 1.675 0.758 -0.144
C 0.335 0.511 -0.052
N -0.547 1.424 0.059
C -1.888 0.877 -0.076
C -1.882 -0.625 0.263
S -0.214 -1.192 -0.165
H 2.774 -0.843 -0.594
H 2.371 -0.756 1.026
H 1.949 1.719 0.088
H -2.206 1.047 -1.120
H -2.581 1.415 0.592
H -2.647 -1.194 -0.295
H -2.043 -0.782 1.350

---

#y
14
Properties=species:S:1:pos:R:3 method="wB97M-V/def2-TZVPD" homo_lumo_gap_ha=0.279 total_charge=0 e_lumo_ha=-0.0181 multiplicity=1
C -0.371 0.269 0.237
C -1.657 -0.291 0.049
C -1.779 -1.709 0.017
H 0.983 3.033 0.889
H 1.502 1.225 0.132
H 1.854 -0.964 0.841
H 2.312 0.140 -1.823
H -2.329 0.342 0.302
H -2.757 -2.183 -0.268
H -0.640 -2.162 -0.195
N 0.959 1.906 0.898
N -0.428 1.448 0.828
N 1.015 -0.272 -0.105
S 1.335 -0.783 -1.804

---

Stability check: which of them is most stable? #x.

---

#w
14
Properties=species:S:1:pos:R:3 method="wB97M-V/def2-TZVPD" homo_lumo_gap_ha=0.317 total_charge=0 e_lumo_ha=0.0287 multiplicity=1
C -0.061 -0.273 -2.413
C 0.763 0.570 -2.602
C 1.470 -0.113 1.064
N -2.002 0.408 0.909
N -0.762 0.697 1.014
N 0.055 -0.316 1.124
S -2.694 -1.100 0.872
H -0.793 -1.009 -2.255
H 1.479 1.319 -2.772
H 1.874 -0.383 0.084
H 1.668 0.939 1.256
H 1.962 -0.715 1.829
H -2.604 1.227 0.847
H -0.358 -1.250 1.043

---

#x
14
Properties=species:S:1:pos:R:3 method="wB97M-V/def2-TZVPD" homo_lumo_gap_ha="0.277 / 0.276" total_charge=0 e_lumo_ha="-0.0328 / -0.0334" multiplicity=1
C 1.126 -0.989 0.114
C -0.379 -0.867 0.023
C -1.694 1.225 -0.171
N 1.560 0.412 0.266
N -0.524 0.563 0.264
N 0.549 1.157 0.345
S 3.838 -0.067 -0.049
H 1.288 -1.581 1.083
H 1.713 -1.299 -0.660
H -0.804 -1.168 -0.959
H -0.710 -1.655 0.833
H -1.510 2.301 -0.303
H -1.878 0.923 -1.268
H -2.576 1.044 0.483

---

Stability check: which of them is most stable? #w.

---

#w
9
Properties=species:S:1:pos:R:3 method="wB97M-V/def2-TZVPD" homo_lumo_gap_ha=0.311 total_charge=+1 e_lumo_ha=-0.1930 multiplicity=1
C 1.628 -0.671 2.184
N -0.064 -0.024 -0.121
O 0.745 0.132 2.258
S 2.388 -1.513 0.814
S 2.881 -1.522 2.866
H 0.047 -0.994 -0.489
H -0.951 0.408 -0.041
H 0.277 0.146 0.848
H 0.709 0.428 -0.570

---

#x
9
Properties=species:S:1:pos:R:3 method="wB97M-V/def2-TZVPD" homo_lumo_gap_ha=0.307 total_charge=+1 e_lumo_ha=-0.2182 multiplicity=1
C -1.013 0.176 0.451
N 1.111 -0.389 -0.564
O -0.481 0.381 1.587
S -1.908 -1.109 -0.207
S -1.820 0.958 -0.820
H 1.219 0.318 -1.287
H 1.136 -1.295 -1.015
H 1.902 -0.314 0.063
H -0.147 1.274 1.792

---

Stability check: which of them is most stable? #w.

---

#w
8
Properties=species:S:1:pos:R:3 method="wB97M-V/def2-TZVPD" homo_lumo_gap_ha="0.110 / 0.338" total_charge=-1 s2=0.750 e_lumo_ha="0.1456 / 0.1500" multiplicity=2
S 1.619 -0.148 0.669
H 1.688 -1.499 0.499
C -1.406 0.551 -1.174
N -2.221 -0.170 -0.529
H -0.911 1.432 -0.766
H -1.171 0.276 -2.201
H 0.604 -0.225 1.627
H -2.289 0.196 0.431

---

#x
8
Properties=species:S:1:pos:R:3 method="wB97M-V/def2-TZVPD" homo_lumo_gap_ha="0.106 / 0.242" total_charge=-1 s2=0.753 e_lumo_ha="0.1382 / 0.1353" multiplicity=2
S -2.305 1.628 0.196
H -1.661 0.513 0.786
C 1.398 -0.712 -0.256
N 0.516 -1.482 0.365
H 1.081 0.050 -0.983
H 2.476 -0.770 -0.098
H -1.191 2.386 0.188
H -0.314 -1.613 -0.198

---

Stability check: which of them is most stable? #w.

---

#w
12
Properties=species:S:1:pos:R:3 method="wB97M-V/def2-TZVPD" homo_lumo_gap_ha=0.361 total_charge=0 smiles="S[C@H]1[C@H]2C=NO[C@@H]12" e_lumo_ha=0.0280 multiplicity=1
S -1.903 -0.701 -0.202
C -0.833 0.643 0.058
C 0.444 0.463 0.796
C 0.840 -1.006 0.834
N 0.916 -1.495 -0.314
O 0.980 -0.461 -1.265
C 0.483 0.791 -0.727
H -1.602 -0.969 -1.586
H -1.396 1.612 0.189
H 0.612 1.127 1.720
H 0.691 -1.708 1.778
H 0.766 1.703 -1.282

---

#x
12
Properties=species:S:1:pos:R:3 method="wB97M-V/def2-TZVPD" homo_lumo_gap_ha=0.307 total_charge=0 e_lumo_ha=0.0185 multiplicity=1
C 0.031 -0.143 0.489
C -1.261 1.232 -0.857
C 1.147 -0.852 -1.513
C -0.252 -0.112 1.864
N 0.770 -0.663 -0.342
O -1.854 1.777 -0.046
S -0.783 0.906 -2.299
H 2.245 -0.609 -1.692
H 0.650 -1.480 -2.334
H -1.329 0.216 2.085
H 0.456 0.655 2.242
H 0.181 -0.925 2.404

---

Stability check: which of them is most stable? #x.

---

#w
12
Properties=species:S:1:pos:R:3 method="wB97M-V/def2-TZVPD" homo_lumo_gap_ha=0.337 total_charge=0 e_lumo_ha=0.0281 multiplicity=1
C 0.671 0.318 -0.872
C -0.546 0.963 -0.492
C 1.251 -0.565 -0.145
C -0.998 0.704 0.908
N 2.080 -1.169 0.511
O -0.954 -1.638 -0.218
S -1.810 -0.453 -0.148
H 1.073 0.484 -1.841
H -0.857 1.703 -1.142
H -0.178 0.293 1.425
H -1.585 1.545 1.422
H 1.854 -2.186 0.590

---

#x
12
Properties=species:S:1:pos:R:3 method="wB97M-V/def2-TZVPD" homo_lumo_gap_ha=0.306 total_charge=0 e_lumo_ha=-0.0395 multiplicity=1
C -1.969 -0.511 -1.168
C -0.542 -0.584 -0.978
C 0.318 -0.352 0.300
C 1.103 -1.367 0.633
O 0.700 -2.489 0.171
N 0.904 0.726 0.748
S -0.036 2.138 0.202
H -2.691 -0.063 -0.258
H -2.426 -1.167 -1.937
H -0.148 -1.485 -1.582
H 1.879 -1.153 1.436
H -1.429 1.364 -0.210

---

#y
12
Properties=species:S:1:pos:R:3 method="wB97M-V/def2-TZVPD" homo_lumo_gap_ha=0.320 total_charge=0 smiles="N=C=O.C#C.C=S" e_lumo_ha=-0.0071 multiplicity=1
N 3.920 -1.077 -0.799
C 4.112 -1.883 0.110
O 4.441 -2.629 0.983
H 3.332 -1.108 -1.567
C 1.499 0.713 0.805
C 0.830 -0.141 0.352
H 1.842 1.625 1.114
H 0.243 -0.937 0.086
C -4.990 1.388 -0.323
S -6.414 1.012 0.110
H -4.752 1.771 -1.259
H -4.065 1.266 0.388

---

#z
12
Properties=species:S:1:pos:R:3 method="wB97M-V/def2-TZVPD" homo_lumo_gap_ha=0.325 total_charge=0 e_lumo_ha=-0.0156 multiplicity=1
C -0.438 1.130 -0.178
C 0.682 0.590 0.536
C 1.398 -0.596 0.013
C 1.825 -1.540 -0.696
H -1.663 -1.213 1.472
H -2.390 0.859 -0.723
H 0.446 0.450 1.695
H 1.651 1.296 0.690
H 2.305 -2.159 -1.592
N -1.595 0.421 -0.169
O -0.433 2.129 -0.801
S -1.786 -1.367 -0.247

---

Stability check: which of them is most stable? #w.

---

#w
12
Properties=species:S:1:pos:R:3 method="wB97M-V/def2-TZVPD" homo_lumo_gap_ha=0.325 total_charge=0 smiles=CSc1cnco1 e_lumo_ha=0.0248 multiplicity=1
C 0.416 -0.814 1.999
S 0.806 0.971 1.485
C 0.161 0.800 -0.217
C -0.128 1.516 -1.407
N -0.728 0.665 -2.292
C -0.542 -0.505 -1.713
O -0.191 -0.500 -0.467
H 0.974 -1.120 2.968
H -0.784 -0.720 1.942
H 0.738 -1.448 1.273
H -0.152 2.592 -1.421
H -0.571 -1.436 -2.149

---

#x
12
Properties=species:S:1:pos:R:3 method="wB97M-V/def2-TZVPD" homo_lumo_gap_ha=0.307 total_charge=0 e_lumo_ha=-0.0261 multiplicity=1
C 0.805 1.102 -1.365
C 1.165 -0.138 -1.690
C -0.477 0.190 0.129
C -1.510 -0.097 1.761
N -0.128 1.266 -0.443
O 1.270 -2.010 0.464
S 0.389 -1.359 -0.538
H 1.379 1.928 -1.761
H 2.033 -0.492 -2.346
H -1.986 -1.049 1.455
H -2.151 0.699 1.802
H -0.789 -0.039 2.530

---

#y
12
Properties=species:S:1:pos:R:3 method="wB97M-V/def2-TZVPD" homo_lumo_gap_ha=0.288 total_charge=0 e_lumo_ha=-0.0184 multiplicity=1
C -1.733 -0.437 -0.762
C -0.828 -0.442 0.367
C 0.762 0.853 -0.781
C 1.474 -0.543 1.095
H -3.142 -0.107 -0.041
H -1.201 -0.201 -2.138
H -1.286 -0.597 1.725
H -0.152 0.755 -1.499
H 1.146 -1.237 1.776
N 0.541 -0.054 0.096
O 2.566 -0.023 1.243
S 1.852 2.033 -1.080

---

Stability check: which of them is most stable? #w.

---

#w
12
Properties=species:S:1:pos:R:3 method="wB97M-V/def2-TZVPD" homo_lumo_gap_ha="0.212 / 0.209" total_charge=0 e_lumo_ha="-0.1034 / -0.1033" multiplicity=1
C 1.908 -1.067 0.129
C 2.921 0.779 -0.492
C 1.013 -0.099 -0.287
C -3.396 0.214 0.343
N 1.683 0.994 -0.626
O 3.103 -0.469 0.058
S -2.080 -1.070 0.120
H 1.936 -2.014 0.732
H 3.681 1.417 -0.855
H -4.033 0.175 1.184
H -4.014 0.010 -0.508
H -2.722 1.129 0.202

---

#x
12
Properties=species:S:1:pos:R:3 method="wB97M-V/def2-TZVPD" homo_lumo_gap_ha="0.282 / 0.282" total_charge=0 e_lumo_ha="-0.0316 / -0.0316" multiplicity=1
C -0.633 1.111 -0.079
C -2.097 0.898 0.174
C 0.161 0.111 -0.199
C 1.274 -0.758 -0.372
N -2.507 -0.293 0.246
O -1.769 -1.287 0.141
S 2.827 0.044 0.306
H -0.383 2.156 -0.145
H -2.769 1.724 0.276
H 1.150 -1.695 0.169
H 1.451 -0.962 -1.430
H 3.295 -1.048 0.913

---

Stability check: which of them is most stable? #x.